# 1
The following is a quantum chemistry calculation of one molecule with the formula CH5PS2 in a non-equilibrium geometry, from the OMol25 dataset.

HOMO-LUMO gap: 8.882 eV
ΔE to the lowest compared entry with this formula, charge and spin: 83.0 kJ/mol
Total charge: 0
Multiplicity: 1
SMILES: CP(S)S
E_HOMO: -8.712 eV

Each line ends with the Mulliken charge.
Geometry (Å):
C: -0.7263 -0.2070 -0.7824  -0.924
P: 1.0458 0.0323 -0.3038  0.260
S: 0.8880 1.7898 0.7480  -0.213
S: 1.1361 -1.8270 1.2762  -0.367
H: -1.4744 0.2740 -0.1735  0.352
H: -0.7370 -1.2732 -0.5931  0.278
H: -0.8691 0.1724 -1.8349  0.310
H: 2.1943 2.0826 0.8542  0.163
H: 2.3915 -1.8560 1.7818  0.140

***

# 2
The following is a quantum chemistry calculation of an isolated ion of composition C4H8NS and charge +1 in a non-equilibrium geometry, from the OMol25 dataset.

HOMO-LUMO gap: 8.222 eV
ΔE to the lowest compared entry with this formula, charge and spin: 219.6 kJ/mol
Total charge: +1
Multiplicity: 1
SMILES: C[NH2+][C@@H]1CC1=S
E_HOMO: -12.684 eV

Each line ends with the Mulliken charge.
Geometry (Å):
C: 2.1092 0.2796 0.0877  0.057
C: 0.9887 1.0982 -0.3573  -0.323
C: 0.5394 -0.0054 0.5290  -0.422
C: -1.8000 -0.2329 -0.0420  -0.796
N: -0.4978 -0.9543 0.1195  -0.157
S: 3.6106 -0.2504 0.0773  -0.206
H: 0.8847 2.1317 -0.1081  0.319
H: 0.8565 0.7705 -1.4453  0.284
H: 0.2422 0.2583 1.4837  0.449
H: -2.0395 0.0690 0.9727  0.353
H: -1.5360 0.6393 -0.6321  0.340
H: -2.4819 -0.8649 -0.6470  0.343
H: -0.2869 -1.2548 -0.8652  0.414
H: -0.5892 -1.6838 0.8271  0.344

***

# 3
The following is a quantum chemistry calculation of a 3-piece molecular cluster, C19H26F16NO5 overall in a non-equilibrium geometry, from the OMol25 dataset.

HOMO-LUMO gap: 9.926 eV
ΔE to the lowest compared entry with this formula, charge and spin: 0.0 kJ/mol
Total charge: +1
Multiplicity: 1
E_HOMO: -13.163 eV

Each line ends with the Mulliken charge.
Geometry (Å):
C: -0.5226 -2.7903 -0.7383  -0.628
C: -1.7304 -2.0038 -0.3386  0.854
O: -2.3056 -2.1446 0.7362  -0.594
O: -2.1195 -1.1205 -1.2838  -0.352
C: -3.0947 -0.1374 -0.8689  -0.862
C: -2.6080 0.8714 0.1373  -0.580
C: -1.5116 1.8178 -0.3382  -0.898
C: -0.1998 1.1632 -0.7421  0.261
C: -0.0317 1.1562 -2.2504  -0.874
O: 1.3140 1.0688 -2.6870  -0.371
C: 2.2159 0.4465 -1.8068  -0.317
C: 2.2038 1.0802 -0.4097  -0.675
N: 1.0011 1.9561 -0.2725  -0.127
H: -0.7129 -3.4099 -1.6051  0.353
H: 0.3182 -2.1415 -0.9524  -0.071
H: -0.2497 -3.4174 0.0938  0.303
H: -3.4559 0.3321 -1.7723  0.432
H: -3.9354 -0.6650 -0.4392  0.515
H: -2.3626 0.3927 1.0746  0.411
H: -3.4676 1.4965 0.3495  0.410
H: -1.2971 2.4872 0.4929  0.320
H: -1.8955 2.4513 -1.1267  0.404
H: -0.0898 0.1799 -0.3085  0.128
H: -0.3793 2.1209 -2.6024  0.521
H: -0.6742 0.3947 -2.6806  0.268
H: 2.0599 -0.6264 -1.7712  0.270
H: 3.2019 0.5906 -2.2260  0.410
H: 3.0993 1.6287 -0.1613  0.428
H: 2.0958 0.2962 0.3289  0.396
H: 1.0740 2.7815 -0.8756  0.268
H: 0.9095 2.2552 0.6979  0.445
C: -4.7767 -4.1823 3.0922  -0.766
C: -4.6664 -3.0211 4.1002  0.899
C: -3.3317 -2.8106 4.8226  0.222
F: -3.0151 -3.8524 5.6085  -0.239
F: -3.4350 -1.7116 5.6079  -0.266
F: -5.6686 -3.0872 4.9964  -0.270
F: -4.8494 -1.8795 3.3693  -0.309
O: -5.4291 -5.3779 3.4923  -0.410
C: -4.7741 -6.4404 4.0742  0.804
C: -5.3178 -6.7448 5.4744  0.198
F: -5.1418 -5.6882 6.2897  -0.222
F: -4.6360 -7.7962 5.9804  -0.250
F: -3.4363 -6.2848 4.0807  -0.287
F: -5.0391 -7.5286 3.3193  -0.301
H: -5.4296 -3.7923 2.3133  0.393
H: -3.8213 -4.3836 2.6076  0.416
H: -2.5294 -2.6438 4.0973  0.142
H: -6.3809 -6.9879 5.4212  0.242
C: 4.6515 3.8264 -1.8415  -0.902
C: 3.5851 4.2206 -2.8872  0.937
C: 3.4719 3.3882 -4.1718  0.395
F: 4.5874 3.4513 -4.9097  -0.249
F: 2.4485 3.8689 -4.9121  -0.269
F: 3.6969 5.5207 -3.1795  -0.261
F: 2.3670 4.0451 -2.2487  -0.341
O: 5.8505 4.5691 -1.7674  -0.428
C: 6.9973 4.2431 -2.4739  0.786
C: 7.4221 5.3738 -3.4189  0.202
F: 6.4550 5.6155 -4.3244  -0.221
F: 8.5376 4.9867 -4.0690  -0.243
F: 6.8816 3.0644 -3.1132  -0.287
F: 7.9839 4.1060 -1.5691  -0.292
H: 4.1713 4.0431 -0.8864  0.419
H: 4.8437 2.7511 -1.8523  0.432
H: 3.2553 2.3435 -3.9248  0.026
H: 7.6221 6.2848 -2.8511  0.249

***

# 4
The following is a quantum chemistry calculation of one molecule with the formula C3H7NS in a non-equilibrium geometry, from the OMol25 dataset.

HOMO-LUMO gap: 9.309 eV
ΔE to the lowest compared entry with this formula, charge and spin: 135.0 kJ/mol
Total charge: 0
Multiplicity: 1
SMILES: C/C=N/SC
E_HOMO: -8.328 eV

Each line ends with the Mulliken charge.
Geometry (Å):
C: 2.0416 0.9154 0.1417  -0.704
C: -1.3123 -0.1726 0.3386  0.174
C: -2.6442 0.3216 -0.0057  -0.837
H: 1.7974 1.4601 -0.7565  0.269
H: 3.1300 0.6331 0.0804  0.288
H: 1.7722 1.3673 1.1262  0.223
H: -1.3323 -0.9680 1.2144  0.314
H: -2.5689 1.3985 -0.4232  0.237
H: -3.0065 -0.3025 -0.8984  0.232
H: -3.2168 0.3813 0.9410  0.315
N: -0.4005 0.0389 -0.5101  -0.445
S: 1.1074 -0.6643 -0.0351  -0.065

***

# 5
The following is a quantum chemistry calculation of C9H10N2V as an isolated structure in a non-equilibrium geometry, from the OMol25 dataset.

⟨S²⟩: 2.0441
HOMO-LUMO gap (spin up / spin down): 6.023 / 7.982 eV
Total charge: -1
Multiplicity: 3
E_HOMO (spin up / spin down): -2.723 / -4.776 eV

Each line ends with the Mulliken charge.
Geometry (Å):
C: -1.2270 0.1016 -1.3454  -0.726
C: -0.0219 0.8511 -1.5878  -0.222
C: -0.1506 2.1290 -0.9837  -0.588
C: -1.4429 2.1982 -0.3508  -0.437
C: -2.1660 0.9897 -0.6876  -0.456
V: -0.6578 0.5476 0.7459  0.469
C: 2.2269 -1.1835 -0.1827  -0.381
C: 2.0751 -2.5113 -0.1208  0.110
C: 1.3206 -3.5067 0.3119  -0.688
N: -1.7243 0.0438 1.8902  -0.670
H: 0.6217 2.8960 -0.9885  0.378
H: 0.7954 0.5091 -2.2070  0.700
H: -1.8246 3.0414 0.2327  0.309
H: -3.2112 0.7567 -0.4877  0.390
H: -1.4081 -0.9134 -1.6835  0.388
H: 2.3019 -0.6816 -1.1549  0.178
H: -2.1625 -0.6591 2.4724  0.090
H: 2.4055 -0.5606 0.7389  0.263
H: 1.5646 -4.5630 0.1050  0.225
H: 0.3645 -3.3133 0.8513  0.234
N: 1.5290 2.2062 2.5650  -0.723
C: 0.7917 1.6221 1.8671  0.156

***

# 6
The following is a quantum chemistry calculation of a 13-piece molecular cluster, C5H36N2O13 overall in a non-equilibrium geometry, from the OMol25 dataset.

HOMO-LUMO gap: 9.332 eV
ΔE to the lowest compared entry with this formula, charge and spin: 221.3 kJ/mol
Total charge: 0
Multiplicity: 1
E_HOMO: -9.093 eV

Each line ends with the Mulliken charge.
Geometry (Å):
C: 0.0768 -0.8582 -0.2225  -1.173
N: 1.1835 -1.7927 -0.0688  -0.298
C: 2.5226 -1.2142 -0.0479  -0.240
C: 2.9125 -0.4879 -1.3694  -0.481
C: 4.2995 0.0660 -1.2358  -0.088
O: 4.5605 1.2614 -1.3069  -0.626
C: 2.6578 -0.2362 1.1296  -0.308
N: 4.1099 -0.1269 1.4282  -0.495
H: 0.0058 -0.1822 0.6417  0.392
H: 0.1221 -0.1996 -1.0901  0.448
H: -0.9054 -1.4098 -0.2488  0.262
H: 1.1539 -2.4881 -0.8266  0.345
H: 3.2278 -2.0377 0.0769  0.381
H: 2.8413 -1.2141 -2.1947  0.444
H: 2.1938 0.2966 -1.6256  0.206
H: 5.1011 -0.6382 -1.0898  0.370
H: 2.2757 0.7656 0.8578  -0.029
H: 2.1008 -0.5888 1.9903  0.416
H: 4.3526 0.8201 1.6953  0.210
H: 4.4423 -0.7706 2.1365  0.228
H: -3.0303 2.7002 0.3143  0.437
H: -3.9337 1.5073 0.7472  0.398
O: -3.4812 2.2903 1.0839  -0.775
H: -2.6280 -3.5825 -0.4767  0.421
H: -2.9181 -4.6746 -1.5213  0.269
O: -2.3825 -3.8869 -1.3903  -0.675
H: 3.4771 2.5395 -0.9914  0.436
H: 3.2108 3.9970 -1.5275  0.260
O: 2.9130 3.3563 -0.8810  -0.707
H: -4.6809 -0.9829 0.1102  0.321
H: -3.3639 -0.7205 0.8106  0.414
O: -4.1569 -0.2699 0.4825  -0.701
H: 0.4464 3.3355 0.9260  0.431
H: 1.3211 3.3274 -0.3972  0.382
O: 0.3795 3.2762 -0.0597  -0.751
H: -2.1223 1.3616 3.5940  0.302
H: -2.3928 1.6947 2.0948  0.449
O: -1.7262 1.2615 2.7212  -0.922
H: -0.7458 -1.3370 1.3406  0.462
H: -1.5404 -0.4179 2.3686  0.444
O: -1.3916 -1.3652 2.0883  -0.811
H: -0.7708 -2.4849 -3.2419  0.379
H: -0.4330 -3.6340 -2.2924  0.312
O: -0.0282 -2.8894 -2.7481  -0.685
H: -2.6542 -2.6185 -2.5364  0.416
H: -2.6212 -1.0853 -2.7069  0.320
O: -2.5117 -1.9050 -3.2008  -0.723
H: -2.3276 4.1496 -1.2825  0.295
H: -1.1608 3.2218 -0.7354  0.443
O: -2.1071 3.2479 -1.0431  -0.728
H: -2.4498 -2.4189 1.5000  0.359
H: -3.2960 -3.6765 1.7615  0.286
O: -3.1418 -3.0305 1.0614  -0.730
H: 1.2102 2.3536 2.7350  0.293
H: -0.3784 2.3339 2.6104  0.488
O: 0.4296 2.8949 2.5911  -0.770

***

| no. | calculated total energy (eV) |
| --- | --- |
| 1 | -32077.1969 |
| 2 | -16593.1308 |
| 3 | -75325.3717 |
| 4 | -15548.2460 |
| 5 | -38160.1532 |
| 6 | -35368.6005 |